# C28H75BN3O11PS10

A cluster of 11 separate species, C28H75BN3O11PS10 in total (ωB97M-V with the def2-TZVPD basis set, the Open Molecules 2025 dataset).

```
! RIJCOSX wB97M-V def2-TZVPD def2/J DEFGRID3
* xyz 0 1
C 8.041 1.308 1.825
N 7.828 1.904 0.453
C 7.685 3.403 0.464
B 6.773 1.191 -0.360
O 7.134 -0.194 -0.830
C 5.296 1.745 -0.806
C 5.353 2.956 -1.959
N 5.720 4.114 -2.469
C 4.317 2.218 0.420
C 4.653 1.552 1.879
N 4.914 1.020 3.038
P 2.537 1.580 -0.048
C 2.476 -0.323 0.330
C 1.257 2.346 1.145
H 7.483 0.259 1.870
H 9.199 1.209 2.050
H 7.500 1.976 2.652
H 8.139 3.791 -0.570
H 6.598 3.809 0.606
H 8.446 3.808 1.290
H 6.647 -0.798 -0.171
H 4.724 0.852 -1.356
H 4.204 3.405 0.446
H 2.032 -0.950 -0.576
H 3.586 -0.709 0.534
H 1.780 -0.573 1.254
H 0.204 1.809 1.029
H 1.146 3.505 0.948
H 1.675 2.229 2.232
C 4.164 -0.096 -4.915
S 2.824 -0.114 -3.700
O 3.331 -0.823 -2.480
C 1.767 -1.272 -4.602
H 4.965 0.545 -4.538
H 4.550 -1.107 -5.062
H 3.796 0.307 -5.861
H 2.297 -2.213 -4.768
H 1.473 -0.832 -5.558
H 0.872 -1.463 -4.003
C -0.936 1.627 -5.384
S -2.276 1.609 -4.170
O -1.769 0.900 -2.949
C -3.333 0.451 -5.071
H -0.135 2.268 -5.007
H -0.550 0.616 -5.532
H -1.304 2.030 -6.330
H -2.803 -0.490 -5.237
H -3.627 0.891 -6.027
H -4.228 0.260 -4.473
C -5.397 -2.810 -5.227
S -7.107 -2.672 -4.652
O -7.372 -1.223 -4.370
C -6.840 -3.495 -3.064
H -5.319 -2.321 -6.201
H -4.724 -2.318 -4.521
H -5.130 -3.864 -5.330
H -6.080 -2.962 -2.489
H -6.527 -4.528 -3.235
H -7.782 -3.492 -2.509
C -7.374 -2.655 0.679
S -5.846 -3.590 0.423
O -6.198 -4.826 -0.352
C -5.630 -4.076 2.152
H -7.718 -2.284 -0.289
H -8.141 -3.302 1.111
H -7.179 -1.809 1.341
H -6.502 -4.637 2.495
H -5.490 -3.185 2.768
H -4.742 -4.709 2.226
C 4.490 4.101 5.081
S 2.780 4.239 5.656
O 2.515 5.688 5.939
C 3.047 3.416 7.244
H 4.568 4.590 4.108
H 5.163 4.593 5.787
H 4.757 3.047 4.978
H 3.807 3.949 7.820
H 3.360 2.383 7.073
H 2.105 3.419 7.799
C 0.136 4.231 10.386
S 0.967 2.717 10.924
O 0.699 1.664 9.890
C -0.125 2.390 12.329
H 0.633 4.597 9.485
H -0.913 4.023 10.160
H 0.208 4.987 11.170
H -1.158 2.293 11.986
H -0.044 3.205 13.052
H 0.188 1.456 12.801
C 9.670 2.464 6.166
S 8.028 2.033 5.542
O 7.023 2.522 6.543
C 8.200 0.247 5.775
H 9.772 3.552 6.149
H 9.787 2.107 7.192
H 10.434 2.020 5.524
H 8.405 0.024 6.824
H 9.010 -0.128 5.145
H 7.263 -0.233 5.480
C -7.103 -8.391 -4.068
S -7.405 -7.337 -5.508
O -6.893 -5.966 -5.178
C -9.206 -7.299 -5.340
H -6.024 -8.520 -3.955
H -7.507 -7.921 -3.169
H -7.568 -9.366 -4.224
H -9.483 -6.895 -4.364
H -9.606 -8.309 -5.456
H -9.613 -6.658 -6.126
C -14.476 -9.063 -5.015
S -12.795 -8.429 -4.794
O -12.093 -9.343 -3.833
C -13.271 -6.943 -3.880
H -14.418 -10.020 -5.538
H -14.951 -9.209 -4.043
H -15.056 -8.358 -5.615
H -13.820 -7.218 -2.976
H -13.890 -6.305 -4.516
H -12.364 -6.401 -3.601
C 6.263 9.238 -4.519
S 5.785 9.242 -2.774
O 6.717 10.171 -2.054
C 6.325 7.552 -2.425
H 6.048 10.223 -4.939
H 7.331 9.030 -4.614
H 5.684 8.484 -5.055
H 7.390 7.445 -2.646
H 5.744 6.850 -3.027
H 6.154 7.345 -1.365
*
```

* energy: -6451.3134 a.u.
* molar mass: 992.4 g mol⁻¹

Atom charges from the Löwdin analysis, given in e for atoms 1 to 6: number 1, C, carries -0.1252; number 2, N, carries -0.1346; number 3, C, carries -0.1071; number 4, B, carries -0.4507; number 5, O, carries 0.0132; number 6, C, carries -0.1945

***

# C11H27CeClIN2OP2S

A structure of composition C11H27CeClIN2OP2S (ωB97M-V with the def2-TZVPD basis set, the Open Molecules 2025 dataset).

```
! RIJCOSX wB97M-V def2-TZVPD def2/J DEFGRID3
* xyz 3 1
C 0.137 0.845 -4.197
C 0.167 0.813 -2.725
H 0.145 1.916 -4.570
H -0.788 0.362 -4.565
H 1.031 0.336 -4.608
O 0.232 1.767 -1.946
I 0.048 -2.876 1.213
Ce 0.167 0.023 -0.197
P 2.944 -0.327 -0.929
C 3.863 0.649 0.311
C 3.654 -1.998 -0.632
H 4.710 -1.993 -0.930
H 4.900 0.006 -2.231
H 3.088 -2.726 -1.228
H 3.532 -0.505 -3.268
H 3.645 0.287 1.325
H 3.554 -2.261 0.432
C 3.833 0.137 -2.433
H 4.926 0.537 0.085
H 3.632 1.184 -2.687
H 3.577 1.708 0.232
P -2.649 -0.293 -0.925
C -3.545 0.691 0.329
C -3.557 0.179 -2.419
H -2.842 -2.688 -1.224
H -4.450 -1.929 -0.923
H -3.294 -2.218 0.435
C -3.393 -1.950 -0.627
H -3.270 -0.466 -3.256
H -4.624 0.057 -2.211
H -4.609 0.612 0.098
H -3.233 1.744 0.263
H -3.352 1.223 -2.679
H -3.343 0.313 1.339
Cl 0.140 -1.733 -2.121
S 0.125 2.272 1.395
C -0.182 1.302 2.798
N 0.706 0.561 3.491
C 0.143 0.001 4.701
C -1.284 0.595 4.727
N -1.330 1.367 3.502
H 1.623 0.312 3.144
H 0.697 0.310 5.595
H 0.134 -1.103 4.613
H -1.418 1.246 5.610
H -2.058 -0.181 4.713
H -2.130 1.890 3.184
*
```

* energy: -2932.9607 a.u.
* molar mass: 599.8 g mol⁻¹

Atom charges from the natural (NBO) analysis, given in e for atoms 1 to 6: number 1, C, carries -0.7812; number 2, C, carries 0.7792; number 3, H, carries 0.3367; number 4, H, carries 0.3292; number 5, H, carries 0.3327; number 6, O, carries -0.4210

***

# C3H7NO

An isolated molecule of C3H7NO (ωB97M-V with the def2-TZVPD basis set, the Open Molecules 2025 dataset).

```
! RIJCOSX wB97M-V def2-TZVPD def2/J DEFGRID3
* xyz 0 1
C -1.627 0.240 0.076
C -0.295 -0.468 0.301
C 0.873 0.431 -0.079
N 1.894 -0.179 -0.747
O 0.908 1.612 0.220
H -2.458 -0.343 0.483
H -1.608 1.218 0.563
H -1.810 0.399 -0.992
H -0.256 -1.420 -0.241
H -0.174 -0.707 1.365
H 1.832 -1.125 -1.082
H 2.674 0.389 -1.040
*
```

* energy above the lowest of the compared OMol25 structures with the same formula, charge and spin: 0.000 eV
* energy: -248.5265 a.u.
* molar mass: 73.1 g mol⁻¹
* SMILES: CCC(N)=O

Atom charges from the natural (NBO) analysis, given in e for atoms 1 to 6: number 1, C, carries -0.6017; number 2, C, carries -0.4964; number 3, C, carries 0.6742; number 4, N, carries -0.8252; number 5, O, carries -0.6190; number 6, H, carries 0.2082

***

# C4H8O2

A cluster of 2 separate species, C4H8O2 in total (ωB97M-V with the def2-TZVPD basis set, the Open Molecules 2025 dataset).

```
! RIJCOSX wB97M-V def2-TZVPD def2/J DEFGRID3
* xyz 0 1
C 2.792 -0.553 -0.537
C 1.520 -0.790 -0.830
C 0.468 -0.494 0.143
C -0.810 -0.802 -0.011
O -1.767 -0.463 0.912
H 3.634 -0.812 -1.159
H 3.004 -0.012 0.384
H 1.215 -1.107 -1.819
H 0.855 -0.169 1.109
H -1.228 -1.239 -0.915
H -2.171 0.397 0.670
O -1.578 2.225 0.125
H -1.477 3.143 0.393
H -0.673 1.932 -0.046
*
```

* energy above the lowest of the compared OMol25 structures with the same formula, charge and spin: 2.093 eV
* energy: -307.6355 a.u.
* molar mass: 88.1 g mol⁻¹
* SMILES: C=C/C=C/O.O

Atom charges from the natural (NBO) analysis, given in e for atoms 1 to 6: number 1, C, carries -0.3877; number 2, C, carries -0.2065; number 3, C, carries -0.3257; number 4, C, carries 0.1668; number 5, O, carries -0.7328; number 6, H, carries 0.2028